A 2-piece molecular cluster, C4H14N2O2 overall at a distorted geometry. Source: the Open Molecules 2025 dataset; level of theory: ωB97M-V/def2-TZVPD.

frontier orbital gap: 9.78 eV
highest occupied orbital energy: -9.40 eV
E: -420.72326 a.u.
2S+1: 1
charge: 0

Geometry (Å):
N 0.06 -1.98 -0.50
C 0.13 -0.46 -0.11
C -1.08 -0.24 0.83
C -0.70 -0.59 2.29
O -0.27 -2.01 2.57
C -0.16 0.39 -1.37
N 1.05 0.31 -2.23
H 0.71 -2.08 -1.24
H -0.94 -2.19 -0.79
H -0.01 -2.47 1.67
H 1.08 -0.42 0.46
H -1.91 -0.91 0.47
H -1.41 0.82 0.98
H 0.16 -0.02 2.61
H -1.46 -0.55 2.94
H -0.48 1.33 -0.98
H -0.87 -0.23 -1.97
H 0.78 0.44 -3.31
H 1.70 1.10 -2.13
H 0.53 3.57 -0.38
H 1.98 2.98 -0.13
O 1.12 3.22 0.32

Taken from the Löwdin analysis, the atomic charges in e are: atom 1 (N): 0.016, atom 2 (C): -0.345, atom 3 (C): -0.162, atom 4 (C): -0.202, atom 5 (O): -0.161, atom 6 (C): -0.258, atom 7 (N): -0.037, atom 8 (H): 0.028, atom 9 (H): 0.090, atom 10 (H): 0.093, atom 11 (H): 0.145, atom 12 (H): 0.128, atom 13 (H): 0.123, atom 14 (H): 0.105, atom 15 (H): 0.063, atom 16 (H): 0.070, atom 17 (H): 0.126, atom 18 (H): 0.119, atom 19 (H): 0.046, atom 20 (H): 0.040, atom 21 (H): 0.067, atom 22 (O): -0.094